Entry 1:
Density functional theory data (ωB97M-V/def2-TZVPD) for a molecular structure, C38H44As2BF4N2Re in a non-equilibrium geometry.

Structure (XYZ):
```
92
Properties=species:S:1:pos:R:3
H -1.0077 1.1858 4.4671
C -1.6979 -2.4885 -0.4071
H -1.3296 4.9894 -1.5163
As 2.0765 1.5003 1.5304
H 1.9210 -0.9467 6.8058
F -0.3849 -2.1522 -0.6546
H 3.1641 -0.2973 -6.3653
N -0.8402 2.2066 0.0850
C 1.5382 -0.6102 3.4587
C 2.2424 0.1395 -4.4821
H -4.5513 -1.2674 0.8911
C 1.9708 -0.4975 5.8266
H 3.1004 2.7195 -2.4458
C 0.1953 -3.2615 2.5173
C -4.2614 -3.2493 0.1645
F 6.3490 1.4692 -5.9099
C 3.1345 2.0570 -3.2989
H -3.7439 -5.1395 -0.7140
C -4.5401 1.9558 2.2462
C -2.1104 -3.7563 -0.7465
B -1.5048 4.7560 -0.3623
C 1.3957 0.7249 -2.2662
H -5.7467 0.5592 -2.4083
H 4.2296 0.2607 0.8476
C 4.0406 2.2650 -4.3164
C -1.1389 3.3187 -0.1156
H 4.7419 3.0865 -4.2754
H -0.0679 -3.8398 1.6272
H -0.7746 1.3432 2.7169
C -2.4488 -0.8515 3.4052
H -3.2533 1.6993 -3.6856
C 2.0551 3.4260 1.8532
C -3.8562 -1.9628 0.4472
Re -0.1929 0.4368 0.5537
H 1.8725 3.9123 0.8914
C 5.1190 1.5885 -6.4491
H 2.8666 1.3113 6.5352
H 2.2200 -3.1060 0.5270
H 1.5331 -0.6710 -4.5371
C -4.9963 2.0272 -0.0880
C -2.5442 -1.5204 0.1655
C 3.1491 0.3496 -5.5022
H -2.6043 2.5894 -2.3059
C -4.8418 -0.0417 -2.3473
C 1.4787 -1.1778 4.7244
H -0.7949 5.4303 0.3161
H -5.0485 -0.9127 -1.7301
H -0.6654 -3.2331 3.1866
H -2.7598 0.1703 -1.8477
H -2.0697 -1.0740 4.4040
H -5.5958 2.3955 -0.9055
C 2.4622 -2.1821 1.0540
H 1.0311 -3.7711 3.0050
C -3.1700 0.6838 0.7310
H -1.7465 2.5366 3.5949
C -2.7554 0.6399 3.3101
H -1.6971 -1.1455 2.6737
C 2.0955 0.6668 3.3020
As 0.8254 -1.5200 1.8833
H 1.0241 -2.1545 4.8519
H -2.6484 4.9017 -0.0752
C -3.6712 0.7764 -1.7876
C 2.2477 0.9741 -3.3630
C -3.4525 2.0134 -2.6635
F 5.0714 2.8060 -7.0132
H 2.9859 2.3454 4.3051
C 0.7134 0.5034 -1.2827
H 2.8509 -1.4678 0.3251
H -4.7813 2.2675 3.2522
C -3.9398 1.1673 -0.3492
N -2.1249 -0.2502 0.4510
C 2.5795 1.3445 4.4145
C 4.0571 1.3966 -5.4030
H 3.0068 3.7940 2.2458
C 2.5130 0.7678 5.6719
H -4.3295 2.6557 -2.6730
C -3.4077 -4.1493 -0.4566
H -6.1332 3.0857 1.3845
H -1.4205 -4.4182 -1.2441
H 3.9958 1.7386 -0.0929
F 5.0482 0.6963 -7.4420
H -5.2648 -3.5542 0.4189
C -1.4951 1.4788 3.5378
C 3.9259 1.3039 0.9046
H -3.4347 0.8643 4.1404
H -4.6027 -0.3887 -3.3495
H 3.2186 -2.3992 1.8146
C -5.3014 2.4245 1.1977
H 1.2452 3.7084 2.5281
C -3.4781 1.0797 2.0479
H 4.6094 1.8350 1.5714
H -3.3422 -1.4481 3.2374
```

The spin multiplicity is 4. The net charge is +1. As for the total energy: -6557.76300 a.u. The calculation puts the HOMO energy (alpha / beta) at -10.637 / -10.718 eV. For the LUMO energy (alpha / beta), the calculation gives -3.670 / -4.879 eV.

These are the Löwdin partial charges, in e, on atoms 1 to 4: atom 1 (H): 0.09, atom 2 (C): -0.22, atom 3 (H): 0.03, atom 4 (As): 1.13


Entry 2:
Density functional theory data (ωB97M-V/def2-TZVPD) for 2 unconnected molecules or ions with the total composition C9H13NO in a non-equilibrium geometry.

Structure (XYZ):
```
24
Properties=species:S:1:pos:R:3
H -1.9434 0.7182 -2.6685
H -2.8667 -0.6919 -2.9006
C 0.6842 1.9974 1.9505
H 1.5755 1.5997 3.6407
C 0.2018 -1.4689 0.3060
H 1.9500 -2.5471 -0.2037
C -1.3499 -0.9207 -1.4665
H 2.7122 1.6352 2.2143
H 1.2643 2.9790 0.0431
C 0.7741 2.0749 0.4893
H -0.1667 2.0989 -0.0866
H -1.7204 -0.3400 0.4855
C -0.5154 -1.6408 -2.3236
C -0.9827 -0.9022 -0.0994
H 1.3894 1.2159 0.1168
O -0.3257 2.2141 2.6066
H -3.1146 0.4502 -1.3485
H 0.4797 -1.4165 1.3484
C 0.7540 -2.1282 -1.9269
H 1.3392 -2.6886 -2.6554
H -0.6868 -1.7237 -3.3904
N 1.8346 1.7729 2.6808
C 1.0467 -2.1278 -0.5998
C -2.4364 -0.0882 -2.0703
```

The net charge is 0. As for the total energy: -480.72847 a.u. The calculation puts the HOMO energy at -8.977 eV. Its structure (SMILES) is Cc1ccccc1.CC(N)=O. For the LUMO energy, the calculation gives 0.802 eV.

These are the Löwdin partial charges, in e, on atoms 1 to 4: atom 1 (H): 0.09, atom 2 (H): 0.08, atom 3 (C): -0.61, atom 4 (H): 0.11


Entry 3:
Density functional theory data (ωB97M-V/def2-TZVPD) for a molecular structure, C20H22IrN11O2S4.

Structure (XYZ):
```
60
Properties=species:S:1:pos:R:3
H 0.2029 0.1017 -5.1616
C -0.8375 -1.0607 4.5761
H -2.0269 -3.2322 -3.6314
O 1.3525 -0.7754 -3.1172
H 4.5154 4.3540 -2.1407
O 0.3155 -2.8820 -2.3237
N -0.6835 -0.8292 -1.6251
C 3.5566 3.0616 -0.7037
C 0.5452 0.4243 3.2120
N -1.4509 -2.2659 1.1297
C -1.6862 -2.2680 2.5148
S 3.9489 0.2690 -0.9349
H -3.8739 -2.2742 -7.8136
H -2.9180 -3.3701 3.9372
H -1.2447 2.3599 1.0900
H 3.4418 -2.4876 -0.7607
C -2.6446 -2.4922 -5.5240
C 4.1508 3.3305 -2.0869
C -1.8621 -2.4876 -4.3981
C 3.0053 1.6807 -0.5748
H 1.7757 2.0336 3.3767
N -0.0963 -0.4669 2.4675
H -1.2599 -3.1978 -1.3188
N -2.0433 -3.5436 -0.7633
S 0.2332 0.2529 4.8988
N -0.9666 0.8725 -0.3286
S 0.1605 -1.5367 -2.8661
H 1.7688 -2.4809 -0.9366
H -3.4295 -3.2284 -5.6385
H 4.3195 3.2059 0.0657
H 2.7397 3.7503 -0.4872
H -1.1903 0.0989 -7.1915
C -1.3792 -0.6168 -6.4020
H -1.9420 3.2013 -3.0732
C -1.6963 2.9856 -0.9439
S -3.1295 -4.1441 1.6096
C -2.4178 -1.5550 -6.5531
H 1.4538 1.5455 1.7457
N -3.1901 -1.5552 -7.6617
C -1.6720 2.5330 -2.2642
N -1.3345 1.2956 -2.6212
N 1.5667 0.0605 -0.1306
C -0.9086 -1.2923 3.2564
H -2.9775 -0.9525 -8.4360
Ir -0.2111 -0.7916 0.4258
H -1.3439 -1.5704 5.3782
H 3.4047 3.1891 -2.8684
H 4.9945 2.6712 -2.2961
C -0.8376 -1.5481 -4.2628
C -0.6000 -0.6130 -5.2724
C -2.5693 -3.1818 2.9358
C 2.5923 -0.6854 -0.4928
N 2.5766 -2.0369 -0.5005
H -2.5388 -4.3465 -1.1159
C -2.1328 -3.2523 0.5247
N 1.8029 1.4118 -0.1950
H -1.9942 3.9935 -0.7003
N 1.3276 1.3975 2.7399
C -1.3027 2.1060 0.0399
C -1.0185 0.4936 -1.6281
```

The net charge is +2. As for the total energy: -3224.81860 a.u. The calculation puts the HOMO energy at -12.672 eV. For the LUMO energy, the calculation gives -6.716 eV.

These are the Löwdin partial charges, in e, on atoms 1 to 4: atom 1 (H): 0.12, atom 2 (C): -0.30, atom 3 (H): 0.10, atom 4 (O): -0.28